<w>
ORCA calculation (the ωB97M-V functional and the def2-TZVPD basis) on 10 unconnected molecules or ions with the total composition C14H48N6O10.

## Properties
E_HOMO = -8.77 eV
SMILES = NC(N)=O.NC(N)=O.NC(N)=O.CCO.CCO.CCO.CCO.CO.CO.CO
orbital gap = 8.9 eV
LUMO energy = 0.11 eV

Geometry (Å):
N  -0.343  0.704  2.226
C  0.281  1.418  3.105
N  1.460  0.896  3.465
O  -0.256  2.584  3.647
H  -1.191  1.232  1.823
H  0.266  0.205  1.643
H  1.889  1.603  3.995
H  1.856  -0.012  3.307
N  -1.717  -4.567  0.977
C  -0.679  -4.027  0.376
N  -0.255  -2.867  0.824
O  -0.020  -4.670  -0.625
H  -2.006  -5.521  0.596
H  -2.281  -4.181  1.698
H  0.159  -2.244  0.039
H  -0.770  -2.453  1.631
N  -5.089  -0.561  -1.460
C  -3.882  -0.474  -1.892
N  -3.010  -1.068  -1.160
O  -3.471  -0.049  -3.210
H  -5.734  0.034  -2.030
H  -5.459  -0.694  -0.476
H  -2.127  -1.287  -1.687
H  -3.060  -1.003  -0.161
C  4.560  0.053  2.260
C  5.101  -1.264  1.555
O  4.401  -1.566  0.365
H  5.079  0.214  3.221
H  3.502  -0.018  2.463
H  4.618  0.999  1.688
H  4.808  -2.109  2.148
H  6.138  -1.040  1.360
H  3.935  -2.394  0.485
C  -1.725  3.132  -1.963
C  -0.508  3.588  -1.296
O  -0.716  3.256  0.057
H  -1.640  2.039  -1.728
H  -1.667  3.385  -2.966
H  -2.597  3.656  -1.709
H  -0.295  4.636  -1.169
H  0.317  2.924  -1.631
H  -0.008  3.531  0.686
C  -3.914  3.218  1.547
C  -3.829  1.938  0.709
O  -2.478  1.487  0.654
H  -3.740  4.104  0.980
H  -3.297  3.267  2.487
H  -5.014  3.267  1.976
H  -4.214  2.016  -0.331
H  -4.482  1.210  1.286
H  -2.087  2.211  0.188
C  0.436  -0.095  -1.524
C  1.732  0.267  -0.634
O  1.743  -0.668  0.370
H  0.460  -1.189  -1.853
H  0.520  0.453  -2.429
H  -0.559  0.130  -0.986
H  1.774  1.262  -0.220
H  2.649  0.129  -1.243
H  2.695  -0.747  0.594
C  2.412  3.270  1.470
O  1.408  4.283  1.596
H  3.078  3.283  2.300
H  2.909  3.380  0.478
H  1.877  2.284  1.363
H  1.058  4.373  2.474
C  2.746  -3.326  -1.797
O  2.484  -4.670  -1.498
H  3.784  -3.319  -1.910
H  2.433  -2.723  -0.985
H  2.395  -2.997  -2.837
H  1.615  -4.757  -1.240
C  -0.444  -2.972  -3.652
O  -1.396  -2.187  -3.030
H  -0.104  -3.852  -3.117
H  0.449  -2.442  -3.773
H  -0.720  -3.381  -4.623
H  -2.246  -2.526  -3.266



<x>
ORCA calculation (the ωB97M-V functional and the def2-TZVPD basis) on 10 unconnected molecules or ions with the total composition C14H48N6O10.

## Properties
E_HOMO = -8.01 eV
SMILES = NC(N)=O.NC(N)=O.NC(N)=O.CCO.CCO.CCO.CCO.CO.CO.CO
orbital gap = 7.8 eV
LUMO energy = -0.19 eV

Geometry (Å):
N  9.104  29.607  -4.285
C  10.322  29.460  -4.722
N  10.515  28.316  -5.239
O  11.321  30.421  -4.587
H  8.793  30.441  -3.735
H  8.470  28.833  -4.381
H  11.428  28.034  -5.600
H  9.784  27.514  -5.314
N  5.461  29.823  -5.975
C  5.195  29.162  -4.930
N  3.935  28.888  -4.681
O  6.117  28.845  -3.951
H  6.482  29.939  -6.205
H  4.781  29.964  -6.755
H  3.753  28.468  -3.782
H  3.131  29.185  -5.215
N  1.590  31.494  -3.184
C  1.240  30.364  -2.663
N  0.183  30.539  -1.921
O  1.807  29.147  -2.934
H  2.340  31.478  -3.885
H  0.853  32.235  -3.340
H  0.077  29.643  -1.403
H  -0.169  31.408  -1.491
C  5.741  32.362  -3.680
C  4.534  32.970  -4.404
O  3.779  31.855  -4.886
H  6.318  33.157  -3.304
H  6.442  31.817  -4.284
H  5.301  31.748  -2.866
H  4.788  33.635  -5.280
H  3.894  33.535  -3.749
H  4.367  31.173  -5.185
C  5.427  31.073  -9.276
C  4.165  31.528  -8.622
O  3.626  30.529  -7.893
H  6.152  30.724  -8.549
H  5.839  31.918  -9.817
H  5.041  30.329  -9.970
H  3.459  31.765  -9.419
H  4.273  32.443  -8.007
H  2.661  30.630  -7.773
C  3.439  31.209  1.416
C  2.690  31.544  0.110
O  3.616  31.803  -0.920
H  2.833  30.847  2.262
H  4.046  32.021  1.744
H  4.214  30.460  1.160
H  2.061  32.440  0.172
H  2.026  30.728  -0.204
H  3.188  31.811  -1.791
C  5.878  28.493  -0.862
C  4.500  28.706  -1.322
O  3.955  27.518  -1.875
H  5.900  27.867  -0.007
H  6.442  29.378  -0.715
H  6.546  28.076  -1.603
H  4.406  29.366  -2.163
H  4.023  29.116  -0.464
H  3.021  27.567  -1.829
C  1.107  32.013  -6.879
O  1.015  31.066  -7.994
H  1.480  31.364  -6.073
H  0.170  32.511  -6.645
H  1.902  32.767  -7.046
H  0.140  30.689  -7.916
C  9.031  32.297  -2.184
O  8.215  31.173  -2.429
H  9.958  32.130  -2.818
H  9.212  32.363  -1.139
H  8.595  33.171  -2.571
H  7.468  31.186  -1.883
C  6.260  32.935  0.832
O  6.270  32.040  -0.240
H  6.148  32.429  1.728
H  5.468  33.673  0.890
H  7.236  33.495  0.898
H  5.340  31.800  -0.447



Sorted by energy, starting with the most stable: <x>, <w>.



<w>
ORCA calculation (the ωB97M-V functional and the def2-TZVPD basis) on a molecular structure, C27H19F12N5O2PbSSe4.

## Properties
net charge = -2
E_HOMO (alpha / beta) = -1.45 / -1.42 eV
orbital gap (alpha / beta) = 4.2 / 4.5 eV
LUMO energy (alpha / beta) = 2.74 / 3.09 eV

Geometry (Å):
Pb  0.825  0.993  -0.894
C  2.143  -1.702  5.764
C  1.435  -1.176  4.544
C  0.248  -0.500  4.584
C  -0.336  -0.115  3.411
C  0.290  -0.163  2.120
N  -0.223  0.503  1.100
C  -1.562  1.065  1.147
C  -1.803  2.336  1.745
C  -3.103  2.714  2.085
C  -4.151  1.813  1.920
C  -5.456  1.967  2.638
C  -3.955  0.658  1.177
C  -2.632  0.309  0.719
C  -2.365  -0.906  -0.142
O  -1.220  -0.781  -0.839
C  -3.492  -1.025  -1.191
F  -4.769  -1.192  -0.725
F  -3.233  -2.138  -1.963
F  -3.520  0.117  -1.950
C  -2.453  -2.195  0.778
F  -1.369  -2.298  1.585
F  -2.523  -3.371  0.117
F  -3.504  -2.026  1.653
C  1.635  -0.797  2.120
C  2.161  -1.225  3.330
C  2.303  -1.337  0.808
O  1.636  -1.045  -0.286
C  2.231  -3.013  0.980
F  3.103  -3.419  2.014
F  0.996  -3.437  1.282
F  2.614  -3.610  -0.153
C  3.851  -0.946  0.553
F  4.680  -1.174  1.641
F  4.306  -1.690  -0.509
F  3.929  0.356  0.190
H  2.778  -0.914  6.204
H  2.723  -2.638  5.497
H  1.407  -1.899  6.543
H  -0.262  -0.414  5.576
H  -1.304  0.372  3.407
H  -0.915  2.990  1.956
H  -3.295  3.702  2.487
H  -5.850  0.987  2.814
H  -6.186  2.572  2.043
H  -5.344  2.439  3.600
H  -4.780  0.002  0.976
H  3.127  -1.695  3.375
N  0.125  5.080  -3.792
C  -0.117  3.780  -3.756
S  -1.209  2.999  -2.803
N  0.704  3.083  -4.660
N  0.595  1.822  -4.531
C  1.562  1.031  -4.917
C  1.442  -0.390  -4.624
C  2.069  -1.351  -5.423
C  1.806  -2.680  -5.175
C  0.983  -3.028  -4.088
C  0.407  -2.049  -3.315
N  0.670  -0.751  -3.604
H  -0.462  5.690  -3.217
H  0.588  5.531  -4.565
H  2.487  1.413  -5.344
H  2.844  -1.055  -6.150
H  2.245  -3.358  -5.877
H  0.895  -4.020  -3.661
H  -0.101  -2.149  -2.353
Se  3.819  1.607  -2.517
Se  4.066  3.887  -2.199
Se  3.979  4.199  0.086
Se  1.786  3.659  0.655



<x>
ORCA calculation (the ωB97M-V functional and the def2-TZVPD basis) on a molecular structure, C27H19F12N5O2PbSSe4.

## Properties
net charge = -2
E_HOMO (alpha / beta) = -1.91 / -1.64 eV
orbital gap (alpha / beta) = 3.7 / 4.8 eV
LUMO energy (alpha / beta) = 1.83 / 3.13 eV

Geometry (Å):
Pb  0.234  -0.458  -1.027
C  -0.712  5.603  2.490
C  -0.477  4.183  2.139
C  -1.172  3.078  2.638
C  -0.853  1.785  2.382
C  0.251  1.440  1.503
N  0.591  0.120  1.358
C  1.273  -0.620  2.268
C  1.621  -0.059  3.543
C  2.492  -0.699  4.392
C  2.901  -1.997  4.154
C  3.860  -2.598  5.120
C  2.559  -2.589  2.942
C  1.696  -1.975  2.060
C  1.154  -2.895  0.909
O  0.103  -2.219  0.322
C  2.326  -3.120  -0.045
F  2.720  -1.874  -0.518
F  3.393  -3.814  0.439
F  1.905  -3.704  -1.219
C  0.566  -4.297  1.372
F  -0.139  -4.184  2.532
F  1.600  -5.173  1.647
F  -0.182  -4.901  0.433
C  0.861  2.619  0.866
C  0.548  3.881  1.261
C  1.678  2.419  -0.446
O  1.797  1.130  -0.882
C  0.922  3.256  -1.646
F  0.579  4.495  -1.251
F  -0.321  2.619  -1.876
F  1.499  3.271  -2.832
C  3.201  2.959  -0.182
F  3.630  2.352  0.937
F  3.267  4.309  -0.004
F  3.997  2.673  -1.217
H  -0.063  6.251  1.965
H  -0.563  5.853  3.569
H  -1.762  5.927  2.266
H  -2.116  3.226  3.200
H  -1.364  0.992  2.887
H  1.348  0.975  3.674
H  2.701  -0.234  5.341
H  4.837  -2.088  5.136
H  4.001  -3.651  4.898
H  3.423  -2.433  6.154
H  2.976  -3.586  2.637
H  1.120  4.677  0.761
N  -4.427  1.077  0.777
C  -4.535  0.443  -0.431
S  -5.334  0.924  -1.798
N  -3.772  -0.687  -0.484
N  -3.555  -1.097  -1.693
C  -2.694  -2.100  -1.820
C  -2.038  -2.445  -3.035
C  -2.493  -1.985  -4.265
C  -1.832  -2.307  -5.456
C  -0.609  -2.928  -5.371
C  -0.328  -3.466  -4.104
N  -1.015  -3.301  -3.010
H  -4.787  2.005  0.954
H  -3.895  0.577  1.505
H  -2.374  -2.790  -1.033
H  -3.398  -1.352  -4.235
H  -2.229  -2.072  -6.410
H  0.110  -3.134  -6.171
H  0.624  -4.130  -4.084
Se  -5.125  1.289  -5.152
Se  -5.194  1.125  -7.427
Se  -2.996  2.188  -8.044
Se  -2.007  3.239  -6.259



Sorted by energy, starting with the most stable: <w>, <x>.



<w>
ORCA calculation (the ωB97M-V functional and the def2-TZVPD basis) on C4H4IN in the gas phase.

## Properties
E_HOMO = -9.86 eV
SMILES = C/C=C(\I)C#N
orbital gap = 9.8 eV
LUMO energy = -0.06 eV

Geometry (Å):
C  -1.292  0.452  -0.839
C  -0.262  -0.385  -0.053
C  0.841  0.080  0.384
I  2.079  1.768  -0.058
C  1.710  -0.802  1.332
N  2.246  -1.620  1.960
H  -2.189  -0.090  -1.238
H  -1.735  1.068  -0.048
H  -0.845  0.909  -1.650
H  -0.555  -1.380  0.209



<x>
ORCA calculation (the ωB97M-V functional and the def2-TZVPD basis) on C4H4IN in the gas phase.

## Properties
E_HOMO = -8.85 eV
orbital gap = 7.6 eV
LUMO energy = -1.22 eV

Geometry (Å):
C  0.761  -1.437  -0.942
C  0.622  -0.508  0.025
C  -0.190  -0.351  -1.347
C  0.137  0.876  0.495
N  0.610  -0.235  1.340
I  -0.949  -0.938  2.707
H  0.205  0.572  -1.782
H  -1.148  -0.813  -1.615
H  0.917  1.594  0.463
H  -0.964  1.240  0.656



Sorted by energy, starting with the most stable: <w>, <x>.



<w>
ORCA calculation (the ωB97M-V functional and the def2-TZVPD basis) on a gas-phase ion, C5H12NO (charge -2).

## Properties
net charge = -2
E_HOMO (alpha / beta) = 3.91 / 0.14 eV
orbital gap (alpha / beta) = 2.9 / 6.6 eV
expectation value of S² = 0.75
multiplicity = 2
LUMO energy (alpha / beta) = 6.85 / 6.72 eV

Geometry (Å):
C  1.953  -0.199  -0.276
N  0.950  0.611  0.380
C  -0.032  0.146  1.313
C  -1.539  0.257  0.907
C  -1.936  -0.771  -0.175
O  -3.031  -0.502  -0.910
C  3.006  0.509  -1.124
H  1.489  -0.958  -0.933
H  2.460  -0.749  0.532
H  0.638  1.391  -0.186
H  0.133  0.600  2.301
H  0.129  -0.924  1.551
H  -1.636  1.305  0.557
H  -2.055  0.336  1.876
H  -1.987  -1.726  0.391
H  -0.994  -0.861  -0.784
H  2.611  0.699  -2.127
H  3.779  -0.239  -1.357
H  3.426  1.340  -0.553



<x>
ORCA calculation (the ωB97M-V functional and the def2-TZVPD basis) on a gas-phase ion, C5H12NO (charge -2).

## Properties
net charge = -2
E_HOMO (alpha / beta) = 3.82 / 0.04 eV
orbital gap (alpha / beta) = 3.0 / 6.7 eV
expectation value of S² = 0.75
multiplicity = 2
LUMO energy (alpha / beta) = 6.81 / 6.78 eV

Geometry (Å):
C  1.628  0.948  -0.025
N  0.756  -0.161  -0.428
C  0.023  -0.818  0.661
C  -1.489  -0.528  0.780
C  -2.337  -1.667  0.241
O  -3.681  -1.480  0.295
C  1.919  1.912  -1.174
H  1.263  1.530  0.829
H  2.548  0.474  0.295
H  0.123  0.112  -1.168
H  0.185  -1.894  0.526
H  0.511  -0.551  1.597
H  -1.775  -0.271  1.797
H  -1.682  0.331  0.127
H  -2.011  -1.884  -0.808
H  -2.016  -2.564  0.853
H  1.986  1.400  -2.141
H  1.156  2.696  -1.186
H  2.894  2.415  -1.072



Sorted by energy, starting with the most stable: <x>, <w>.